(1)
Molecular formula: C21H31NOP2STl
Method: DFT, ωB97M-V with the def2-TZVPD basis set

```
58
Properties=species:S:1:pos:R:3:forces:R:3:lowdin_charge:R:1
C -0.001 0.351 4.764 -0.24 -0.51 -0.33 -0.25
C 0.613 -2.413 -1.411 0.56 0.38 -0.91 -0.27
S -1.533 -0.317 4.022 2.73 -2.31 -1.38 0.99
H 0.749 -3.494 -1.509 -0.04 0.05 -0.10 0.10
H -3.416 -0.872 0.330 0.07 0.38 0.14 0.05
C 0.227 1.564 -2.426 1.63 -1.41 -0.12 -0.19
H -3.103 1.569 -1.671 -0.04 -0.02 -0.29 0.09
H -3.487 0.018 1.870 0.10 0.09 -0.36 0.03
P 0.283 -2.115 0.347 0.01 -1.45 -0.14 0.77
H -0.131 0.299 5.820 -0.02 0.04 0.93 0.05
H -1.496 -3.107 1.675 0.20 0.11 -0.31 0.04
C 4.059 -0.160 -2.874 0.34 -0.84 0.16 -0.01
C -3.405 0.134 0.779 -1.56 -0.23 -0.03 -0.26
C 3.101 -2.245 -2.079 -2.19 -0.07 0.53 -0.04
H 1.805 4.440 -3.502 -0.41 -0.23 0.17 0.12
H -1.759 -1.717 5.901 -0.35 -0.09 1.31 0.04
H -1.999 0.170 -1.928 -0.15 0.37 0.19 0.09
H 0.130 1.363 4.435 0.04 0.41 -0.16 0.02
H 3.221 -3.293 -1.797 0.06 0.24 -0.10 0.12
H 1.452 -3.064 2.257 -0.05 0.05 -0.35 0.05
H 2.578 -2.597 0.963 -0.28 -0.05 -0.02 0.06
C 1.306 2.411 -2.899 -0.74 -0.29 0.25 -0.13
H 5.171 -1.979 -2.605 -0.37 0.18 0.02 0.11
H -0.279 -2.094 -1.975 0.26 -0.21 0.22 0.10
H -2.238 -2.571 4.421 -0.16 0.10 -0.01 0.06
H -4.302 0.682 0.422 0.28 -0.40 0.24 0.07
H 4.924 0.422 -3.216 -0.34 -0.33 0.16 0.12
C -1.280 3.453 -2.394 -0.71 -1.98 0.71 -0.04
H 0.109 1.712 2.078 -0.21 0.62 1.87 -0.07
C -1.191 -3.100 0.622 -0.60 -1.23 -0.14 -0.25
H -0.482 5.331 -3.080 0.08 -0.41 0.07 0.11
C 2.795 0.486 -2.778 -0.51 -0.62 0.28 -0.13
H -2.036 -2.725 0.022 0.34 -0.07 0.16 0.05
H 3.394 2.450 -3.433 -0.21 -0.15 0.11 0.13
C 1.007 3.782 -3.134 -0.69 0.56 0.06 -0.01
C -1.514 -1.916 4.894 0.26 0.44 -0.67 -0.21
H -0.507 -2.348 4.793 -0.36 0.37 -0.01 0.08
C -2.098 1.180 -1.496 0.18 0.34 -1.03 -0.28
H -0.990 -4.147 0.309 -0.22 0.46 0.11 0.07
Tl 0.204 0.144 1.347 1.68 3.15 -1.83 0.37
H -2.328 2.742 1.984 0.02 -0.05 -0.40 0.05
O -0.882 -0.979 2.685 -3.02 -0.76 3.55 -0.79
C -0.274 4.274 -2.889 1.91 0.56 -0.71 -0.07
C -2.247 2.724 0.886 -0.49 0.48 0.14 -0.26
H 1.592 -4.085 0.787 0.11 0.48 0.27 0.07
H -2.271 3.859 -2.178 0.30 -0.03 -0.09 0.12
C 2.568 1.834 -3.070 0.04 0.02 -0.05 0.06
C 1.669 -0.312 -2.327 -0.91 1.97 -0.37 -0.19
C 1.830 -1.670 -1.970 0.79 -1.06 0.40 -0.20
P -1.953 1.043 0.304 0.48 0.29 -0.35 0.74
H -1.425 3.393 0.601 -0.17 -0.27 0.03 0.06
H -3.191 3.091 0.444 0.32 0.02 0.20 0.06
H 0.854 -0.273 4.442 -0.66 0.22 0.10 0.08
N 0.434 0.240 -2.194 0.43 0.27 -0.12 0.13
C -1.052 2.096 -2.145 -0.90 0.97 0.34 -0.20
H 1.012 0.880 0.140 1.87 0.70 -1.76 -0.11
C 1.594 -3.041 1.166 0.45 -0.90 0.16 -0.24
C 4.189 -1.504 -2.527 1.08 1.66 -0.73 -0.07
```
Forces are in eV/Å.

Results
HOMO level = -9.27 eV
total charge = +1
gap between HOMO and LUMO = 6.23 eV

***

(2)
Molecular formula: C14H32N4O13S2
Method: DFT, ωB97M-V with the def2-TZVPD basis set

```
65
Properties=species:S:1:pos:R:3:forces:R:3:lowdin_charge:R:1
H 0.375 0.817 -0.334 0.19 -0.17 -0.10 0.13
C -4.548 1.161 -2.680 -0.52 -0.80 0.45 -0.15
H 3.058 -1.485 -1.706 -0.01 -0.11 -0.20 0.09
O -5.843 2.644 -1.540 -1.00 1.75 1.53 -0.21
S -6.947 2.086 -2.527 1.10 -1.27 -0.25 0.65
H -1.492 4.383 3.268 0.34 -0.06 0.15 0.10
C -4.822 1.710 -1.253 0.44 -0.56 -1.08 -0.16
H 3.835 4.134 0.092 0.08 0.04 0.69 0.13
H -2.529 -0.140 1.757 0.03 0.09 -0.62 0.09
C 0.264 -5.208 -0.072 -0.05 0.30 -1.09 -0.07
O -5.734 1.445 -3.455 -0.99 0.27 -0.21 -0.21
C 3.627 -3.097 0.987 -1.23 -0.13 0.78 -0.35
H -4.412 0.081 -2.702 0.03 -0.02 0.12 0.12
H 3.451 -2.811 2.038 0.40 -0.25 0.26 0.14
H 0.130 4.500 2.402 -0.07 -0.21 0.11 0.08
H 0.139 -2.424 0.269 -0.11 0.03 -0.04 0.08
H 3.574 -0.571 1.734 0.48 -0.13 0.08 0.10
N 0.610 -6.595 0.108 0.45 -0.26 0.58 -0.18
H 1.043 -4.694 -0.644 0.27 0.00 0.28 0.08
H 0.746 -1.675 1.767 -0.43 -0.21 0.18 0.10
H 2.534 4.957 1.190 0.93 0.26 0.25 0.12
N -1.110 6.161 2.268 0.21 -0.03 0.09 -0.45
O -0.198 6.798 1.793 0.40 -0.11 -0.28 0.07
H -3.916 2.192 -0.892 -0.32 0.44 0.13 0.12
C -0.150 -7.571 -0.450 -0.04 0.44 -0.10 -0.34
H -3.660 1.623 -3.104 -0.32 0.31 -0.35 0.13
O -7.710 1.039 -1.917 0.72 0.26 -0.20 -0.23
H -5.140 0.979 -0.512 -0.23 -0.13 -0.20 0.13
H -1.428 4.183 1.541 0.20 0.21 -0.23 0.09
H -2.245 -1.823 1.215 -0.18 0.09 -0.01 0.10
C 3.784 -2.155 -1.246 0.24 0.42 0.93 -0.01
O -1.173 -7.371 -1.070 -0.04 -0.14 -0.11 0.01
H 2.925 0.048 0.301 -0.13 -0.42 -0.69 0.06
N 3.660 -2.000 0.224 -0.33 0.21 -2.35 -0.20
H 2.106 2.976 -0.980 -0.49 -0.04 -0.28 0.12
H -0.609 -5.154 -0.722 -0.20 -0.13 0.29 0.09
O 2.154 5.384 -2.948 -0.70 0.57 1.43 -0.24
O 2.930 5.756 -0.662 -0.27 0.85 -0.26 -0.20
C 0.399 -1.483 0.748 0.46 0.45 0.24 -0.04
H 1.635 -6.250 1.867 0.18 -0.15 0.19 0.08
H 2.712 -6.729 0.547 -0.09 0.35 -0.16 0.07
O -7.673 3.125 -3.173 1.17 -0.26 0.11 -0.21
H 0.274 -8.576 -0.324 0.02 -0.10 0.20 0.13
C 2.883 4.641 0.209 -1.52 -1.00 -0.21 -0.15
S 1.682 5.863 -1.666 0.71 -2.51 -0.84 0.64
O 3.587 -4.249 0.594 0.41 0.35 0.07 0.01
H 1.304 -1.080 0.304 -0.37 0.12 -0.60 0.04
H 4.673 -0.223 0.342 -0.01 0.31 0.26 0.10
C -1.782 -0.921 1.619 -1.12 0.04 0.30 -0.04
H 1.084 3.312 0.495 0.35 -0.32 0.09 0.10
H 1.730 -7.946 1.292 -0.33 0.03 0.11 0.08
N -0.701 -0.522 0.753 0.76 -0.87 0.79 -0.17
H -1.515 -1.155 2.654 0.76 -0.04 -0.18 0.09
C 1.703 3.724 -0.296 0.73 1.38 -0.16 -0.16
C 1.735 -6.897 0.998 -0.17 -0.07 -0.40 -0.05
C -0.576 0.689 0.201 -0.18 0.68 -0.21 -0.34
C 3.708 -0.627 0.651 0.48 -0.06 1.14 -0.08
H 4.792 -1.826 -1.500 -0.03 -0.08 -0.37 0.09
O 0.964 7.068 -1.561 0.00 0.29 0.26 -0.19
H 0.082 -4.647 0.845 0.02 -0.32 0.23 0.08
O -1.383 1.604 0.231 -0.07 -0.23 0.22 0.00
C -0.939 4.676 2.380 -0.51 0.21 0.01 0.05
H 3.632 -3.186 -1.545 -0.05 0.00 0.10 0.08
O 0.836 4.686 -0.903 0.09 0.49 -0.98 -0.21
O -2.126 6.646 2.701 -0.55 -0.10 0.09 0.07
```
Forces are in eV/Å.

Results
HOMO level = -9.47 eV
total charge = 0
structure (SMILES) = C[N+](=O)[O-].O=S1(=O)OCCO1.O=S1(=O)OCCO1.CN(C)C=O.CN(C)C=O.CN(C)C=O
gap between HOMO and LUMO = 9.02 eV

***

So what do the calculations give for total energy? Going down the list: -59914.2746 -69279.4698 eV.